Entry from OMol25: C45H77Cl18N3O4S as an isolated structure at a distorted geometry (ωB97M-V/def2-TZVPD).

gap between HOMO and LUMO = 8.07 eV

Positions of all 148 atoms, in Å:
C: 8.441 0.461 0.699
C: 7.558 0.919 -0.202
C: 7.163 2.404 -0.108
C: 5.649 2.609 -0.105
C: 4.853 2.324 0.976
C: 5.567 1.782 2.219
C: 6.372 2.849 3.053
C: 5.980 4.320 2.794
O: 6.738 4.885 1.735
C: 6.002 5.818 0.966
C: 3.380 2.495 0.935
C: 2.608 2.149 2.209
C: 2.192 0.639 2.331
C: 0.981 0.231 1.451
C: 1.506 -0.291 0.070
C: 1.464 -1.855 -0.038
C: -0.012 -2.219 -0.424
O: -0.512 -3.397 0.245
C: -0.930 -3.100 1.536
C: -0.005 -3.361 2.719
O: -2.029 -2.622 1.692
C: 2.727 2.943 -0.180
C: 1.226 3.125 -0.352
C: 0.536 4.046 0.698
C: -0.493 5.012 0.077
C: -1.369 5.782 1.122
N: -1.193 5.312 2.501
C: -2.062 4.250 2.853
C: -1.607 3.327 4.006
O: -3.107 3.991 2.295
C: 3.553 3.281 -1.315
N: 3.164 3.731 -2.492
S: 4.444 3.982 -3.459
N: 5.612 3.485 -2.415
C: 5.020 3.125 -1.301
H: 9.178 1.171 1.100
H: 8.406 -0.571 1.064
H: 7.152 0.214 -0.934
H: 7.623 2.832 0.789
H: 7.605 2.917 -0.984
H: 4.875 1.290 2.921
H: 6.251 0.982 1.893
H: 7.443 2.695 2.837
H: 6.190 2.622 4.117
H: 6.224 4.887 3.719
H: 4.887 4.417 2.649
H: 5.513 5.364 0.081
H: 5.192 6.300 1.547
H: 6.687 6.592 0.578
H: 1.742 2.793 2.404
H: 3.305 2.318 3.050
H: 3.091 0.029 2.141
H: 1.924 0.505 3.398
H: 0.458 -0.578 1.996
H: 0.248 1.042 1.330
H: 2.523 0.090 -0.087
H: 0.799 0.065 -0.702
H: 1.776 -2.338 0.895
H: 2.124 -2.111 -0.884
H: -0.630 -1.375 -0.056
H: -0.128 -2.261 -1.513
H: 0.857 -2.676 2.737
H: -0.572 -3.230 3.647
H: 0.410 -4.377 2.608
H: 1.078 3.606 -1.337
H: 0.668 2.180 -0.395
H: 1.223 4.621 1.338
H: -0.025 3.384 1.386
H: 0.056 5.722 -0.570
H: -1.137 4.443 -0.616
H: -1.014 6.828 1.098
H: -2.414 5.813 0.779
H: -1.207 6.067 3.176
H: -1.455 2.297 3.648
H: -0.645 3.688 4.411
H: -2.363 3.276 4.803
Cl: -3.154 -2.002 -3.229
C: -4.454 -2.053 -2.005
C: -4.233 -3.143 -0.986
Cl: -4.417 -4.780 -1.681
H: -5.399 -2.173 -2.524
H: -4.458 -1.083 -1.508
H: -4.968 -3.056 -0.189
H: -3.240 -3.078 -0.544
Cl: -0.757 -3.904 6.100
C: -2.533 -4.068 6.083
C: -3.229 -2.730 6.110
Cl: -3.019 -1.894 7.670
H: -2.821 -4.687 6.930
H: -2.794 -4.599 5.168
H: -4.300 -2.870 5.967
H: -2.863 -2.074 5.323
Cl: 7.934 -3.648 1.814
C: 8.682 -4.505 0.441
C: 9.513 -3.586 -0.419
Cl: 8.513 -2.410 -1.305
H: 7.888 -4.979 -0.132
H: 9.314 -5.287 0.862
H: 10.055 -4.167 -1.164
H: 10.238 -3.031 0.174
Cl: -6.828 -10.381 -2.623
C: -5.707 -9.132 -2.020
C: -5.181 -8.254 -3.127
Cl: -4.084 -9.135 -4.223
H: -4.899 -9.633 -1.490
H: -6.263 -8.527 -1.305
H: -4.609 -7.430 -2.702
H: -5.989 -7.836 -3.724
Cl: -1.009 4.904 -3.356
C: -0.198 3.949 -4.623
C: 0.678 4.801 -5.506
Cl: -0.271 5.911 -6.529
H: -0.965 3.432 -5.198
H: 0.411 3.201 -4.115
H: 1.253 4.165 -6.178
H: 1.374 5.397 -4.919
Cl: -7.542 -3.631 -2.755
C: -8.994 -3.455 -1.731
C: -8.818 -2.412 -0.659
Cl: -7.637 -2.912 0.588
H: -9.226 -4.431 -1.306
H: -9.813 -3.168 -2.392
H: -9.758 -2.249 -0.149
H: -8.486 -1.464 -1.075
Cl: -11.073 -0.389 -0.963
C: -10.710 1.298 -0.516
C: -10.418 2.152 -1.724
Cl: -8.880 1.703 -2.503
H: -9.873 1.290 0.180
H: -11.585 1.682 0.007
H: -10.330 3.196 -1.423
H: -11.208 2.076 -2.467
Cl: 9.425 0.892 -2.474
C: 10.628 2.157 -2.135
C: 11.969 1.581 -1.749
Cl: 11.930 0.774 -0.160
H: 10.228 2.801 -1.353
H: 10.731 2.749 -3.044
H: 12.706 2.380 -1.679
H: 12.317 0.858 -2.484
Cl: -12.053 -3.486 -2.964
C: -12.837 -4.750 -3.947
C: -12.915 -6.067 -3.216
Cl: -11.309 -6.805 -2.992
H: -12.285 -4.842 -4.880
H: -13.841 -4.395 -4.178
H: -13.511 -6.773 -3.793
H: -13.373 -5.953 -2.236

***

Entry from OMol25: C45H80Cl28IN4OP as an isolated structure at a distorted geometry (ωB97M-V/def2-TZVPD).

gap between HOMO and LUMO = 7.34 eV

Positions of all 160 atoms, in Å:
C: 4.007 1.074 -3.161
C: 4.637 -0.322 -3.368
C: 4.866 -0.895 -1.922
C: 3.748 -1.373 -4.120
C: 2.633 -0.808 -5.083
C: 1.252 -1.051 -4.461
C: 0.749 -2.327 -4.523
C: -0.543 -2.654 -3.933
C: -0.999 -4.109 -4.092
C: -0.991 -4.945 -2.809
N: -0.063 -5.812 -2.693
C: -1.253 -1.656 -3.291
C: -2.595 -1.977 -2.621
C: -2.408 -1.898 -1.070
N: -1.493 -2.948 -0.569
C: -0.771 -0.290 -3.226
N: -1.552 0.622 -2.572
C: -0.987 1.823 -2.621
P: -1.910 3.259 -1.802
O: -2.988 3.782 -2.993
I: -3.215 2.379 0.076
C: 0.254 2.152 -3.254
N: 1.002 1.241 -3.840
C: 0.479 -0.018 -3.830
H: 3.758 1.600 -4.099
H: 4.784 1.704 -2.681
H: 3.165 1.055 -2.452
H: 5.652 -0.224 -3.803
H: 5.359 -1.881 -1.927
H: 3.845 -1.071 -1.518
H: 5.331 -0.157 -1.251
H: 3.264 -2.000 -3.355
H: 4.434 -1.971 -4.750
H: 2.794 0.222 -5.427
H: 2.665 -1.444 -5.991
H: 1.302 -3.146 -4.994
H: -0.336 -4.618 -4.808
H: -2.021 -4.178 -4.518
H: -1.744 -4.875 -2.015
H: -0.170 -6.328 -1.816
H: -2.917 -3.010 -2.826
H: -3.391 -1.286 -2.941
H: -1.992 -0.925 -0.753
H: -3.372 -1.995 -0.536
H: -0.552 -2.570 -0.483
H: -1.758 -3.225 0.370
H: -3.891 3.583 -2.698
H: 0.627 3.182 -3.255
Cl: 0.604 3.830 -0.687
C: 0.864 5.063 0.575
C: 2.310 5.148 0.998
Cl: 2.837 3.696 1.888
H: 0.214 4.825 1.416
H: 0.545 6.017 0.155
H: 2.448 5.997 1.668
H: 2.971 5.277 0.142
Cl: -0.880 -5.296 1.288
C: 0.010 -6.557 2.183
C: 0.891 -7.379 1.274
Cl: -0.056 -8.409 0.165
H: -0.714 -7.174 2.702
H: 0.618 -6.048 2.926
H: 1.514 -8.044 1.870
H: 1.543 -6.748 0.672
Cl: 6.453 3.479 -1.860
C: 6.343 4.224 -3.479
C: 5.616 5.544 -3.442
Cl: 3.877 5.344 -3.079
H: 5.846 3.512 -4.150
H: 7.364 4.372 -3.831
H: 5.682 6.029 -4.414
H: 6.040 6.214 -2.697
Cl: 9.822 3.924 -5.421
C: 9.704 4.629 -7.055
C: 9.004 5.965 -7.050
Cl: 7.272 5.808 -6.665
H: 9.190 3.914 -7.695
H: 10.723 4.748 -7.423
H: 9.070 6.418 -8.039
H: 9.449 6.651 -6.332
Cl: 4.946 3.333 -6.078
C: 5.392 1.763 -6.802
C: 6.728 1.855 -7.511
Cl: 6.643 2.869 -8.977
H: 4.595 1.457 -7.478
H: 5.440 1.045 -5.991
H: 7.050 0.873 -7.832
H: 7.495 2.269 -6.857
Cl: -0.383 -12.316 3.605
C: -1.596 -11.075 4.015
C: -1.200 -9.708 3.514
Cl: 0.208 -9.051 4.393
H: -1.734 -11.082 5.094
H: -2.532 -11.381 3.550
H: -2.022 -9.008 3.666
H: -0.957 -9.725 2.454
Cl: 6.133 -1.500 -10.141
C: 5.731 -2.730 -8.916
C: 5.109 -2.117 -7.687
Cl: 6.280 -1.137 -6.766
H: 6.641 -3.275 -8.674
H: 5.029 -3.422 -9.378
H: 4.757 -2.902 -7.018
H: 4.263 -1.481 -7.942
Cl: -5.164 4.156 3.807
C: -5.595 5.808 3.278
C: -5.415 5.999 1.791
Cl: -3.697 5.974 1.316
H: -4.991 6.510 3.848
H: -6.640 5.961 3.545
H: -5.813 6.968 1.494
H: -5.933 5.230 1.220
Cl: -2.723 5.663 7.268
C: -2.248 4.090 6.574
C: -0.846 4.108 6.018
Cl: -0.744 5.134 4.570
H: -2.975 3.832 5.806
H: -2.321 3.355 7.375
H: -0.557 3.101 5.722
H: -0.122 4.471 6.745
Cl: -8.268 5.071 -0.630
C: -9.515 6.254 -0.158
C: -9.182 7.649 -0.625
Cl: -7.783 8.333 0.241
H: -9.628 6.211 0.923
H: -10.450 5.927 -0.613
H: -10.026 8.312 -0.435
H: -8.963 7.673 -1.691
Cl: -0.977 -5.993 5.059
C: -0.477 -5.877 6.765
C: -1.550 -6.364 7.708
Cl: -2.962 -5.277 7.738
H: -0.207 -4.843 6.966
H: 0.416 -6.492 6.875
H: -1.158 -6.401 8.724
H: -1.897 -7.359 7.438
Cl: -4.053 -13.860 4.081
C: -2.781 -15.099 3.911
C: -3.213 -16.239 3.024
Cl: -4.493 -17.229 3.772
H: -2.514 -15.447 4.907
H: -1.913 -14.604 3.479
H: -2.368 -16.902 2.840
H: -3.582 -15.881 2.065
Cl: -7.221 7.189 7.019
C: -6.297 5.959 7.921
C: -6.871 4.575 7.749
Cl: -8.455 4.397 8.550
H: -6.274 6.256 8.970
H: -5.279 5.980 7.533
H: -6.204 3.842 8.203
H: -6.995 4.320 6.698
Cl: -4.151 10.288 9.455
C: -3.219 9.064 10.352
C: -3.787 7.677 10.176
Cl: -5.370 7.491 10.974
H: -3.198 9.356 11.400
H: -2.201 9.094 9.966
H: -3.118 6.944 10.626
H: -3.910 7.426 9.124